Record 1
The following is a quantum chemistry calculation of C5H7N3 in the gas phase in a non-equilibrium geometry, from OMol25.

Results
- total energy (eV) = -9763.2047
- E_LUMO (spin up / spin down) (eV) = -0.185 / -0.182
- ΔE to the lowest compared entry with this formula, charge and spin (kcal per mole) = 142.6

Each line ends with the natural charge from an NBO analysis.
Geometry (Å):
C1 2.1076 -0.3677 -0.2547  0.67
C2 0.1854 -2.3299 0.0180  -0.05
H1 2.3155 1.6654 1.4649  0.20
N1 2.2022 0.8335 -0.4577  -0.45
N2 2.4067 -1.5537 -0.0007  -0.53
N3 -0.4765 -1.2417 -0.1091  -0.40
C3 -1.8697 -1.4189 -0.2645  -0.43
H2 -2.1945 -2.4034 -0.2114  0.17
C4 2.5549 1.9796 0.3913  -0.42
H3 -2.1026 -0.9119 -1.2293  0.21
H4 3.5536 2.3316 0.3818  0.22
C5 1.5378 -2.3063 0.5482  0.21
H5 -0.3978 -3.2975 0.0919  0.16
H6 -2.3544 -0.9904 0.6627  0.21
H7 1.8524 2.7958 0.1811  0.21

Record 2
The following is a quantum chemistry calculation of 2 unconnected molecules or ions with the total composition C9H19NOS in a non-equilibrium geometry, from OMol25.

Results
- total energy (eV) = -24009.7915
- E_LUMO (eV) = 0.708
- SMILES = CC1=NC1(C)C.CC(C)(C)SO
- ΔE to the lowest compared entry with this formula, charge and spin (kcal per mole) = 97.1

Each line ends with the natural charge from an NBO analysis.
Geometry (Å):
S1 -1.2829 -0.6365 0.1438  0.44
H1 0.1784 -1.0771 -4.1318  0.24
H2 -4.4482 1.0438 1.3049  0.22
H3 -1.3198 -0.6108 3.1524  0.24
C1 -3.2833 -1.3932 1.8205  -0.61
H4 -3.1314 1.7287 0.4094  0.23
C2 -3.4539 0.7930 0.7776  -0.67
H5 1.4287 0.2112 0.0111  0.19
H6 -1.1849 -0.5081 -3.1401  0.25
H7 2.1375 1.9979 -0.1446  0.23
H8 3.9935 1.0136 -1.7435  0.21
C3 -1.7192 0.3263 2.7017  -0.62
C4 -2.5636 -0.1263 1.4556  -0.14
C5 1.9069 0.5817 -1.8558  0.01
H9 0.5719 1.4172 -0.5130  0.23
H10 -0.0169 -1.7231 -2.5138  0.24
C6 3.3219 0.2409 -2.0690  -0.63
H11 -2.4546 0.8352 3.4064  0.21
N1 1.2096 1.4446 -2.9430  -0.32
H12 3.7276 -0.7372 -1.5201  0.21
C7 1.5855 1.1375 -0.4700  -0.65
O1 -0.1017 -1.2176 1.1403  -0.85
C8 -0.0788 -0.8122 -3.1853  -0.68
H13 -3.7739 -1.7241 1.0004  0.21
H14 0.5680 -0.4866 1.2031  0.48
H15 3.5811 -0.0371 -3.0655  0.22
C9 0.8352 0.2499 -2.7721  0.26
H16 -2.6178 -2.2289 2.1528  0.22
H17 -1.1095 1.1089 2.5340  0.21
H18 -4.0311 0.4311 -0.0921  0.23
H19 -3.9425 -1.1835 2.7296  0.20

Record 3
The following is a quantum chemistry calculation of a gas-phase ion, C7H6BrN4S (charge +1) in a non-equilibrium geometry, from OMol25.

Results
- net charge = +1
- total energy (eV) = -94180.3201
- E_LUMO (spin up / spin down) (eV) = -7.170 / -7.865
- ΔE to the lowest compared entry with this formula, charge and spin (kcal per mole) = 116.0

Each line ends with the natural charge from an NBO analysis.
Geometry (Å):
C1 2.7185 1.5533 0.7825  -0.70
S1 2.6477 0.0238 -0.2944  0.37
C2 -0.8142 -2.2377 -0.2108  0.30
N1 -1.1093 -3.4455 -0.5326  -0.49
Br1 -4.2212 0.3389 0.2534  0.40
H1 3.2174 1.1100 1.6729  0.26
H2 -2.1311 -3.6267 -0.5898  0.37
N2 -0.0806 0.4480 -0.3420  -0.19
H3 -2.3957 2.0086 0.4164  0.28
C3 -2.4730 0.8915 0.1870  -0.10
C4 0.6241 -1.7369 -0.2953  -0.16
H4 1.7299 2.0610 0.8383  0.24
N3 -1.6960 -1.2321 -0.0560  -0.32
C5 -0.2852 2.8808 -0.5927  0.38
H5 1.3825 -2.5256 -0.3646  0.27
C6 -1.3743 0.0133 -0.1442  0.23
N4 -0.0106 1.7483 -0.5368  -0.39
H6 3.3038 2.1428 0.1209  0.25
C7 0.9673 -0.4158 -0.3122  0.01

Record 4
The following is a quantum chemistry calculation of a molecular structure, C5H11O in a non-equilibrium geometry, from OMol25.

Results
- net charge = +1
- total energy (eV) = -7397.5705
- E_LUMO (spin up / spin down) (eV) = -4.322 / -7.953
- spin multiplicity = 3
- ΔE to the lowest compared entry with this formula, charge and spin (kcal per mole) = 0.0

Each line ends with the Mulliken spin population.
Geometry (Å):
H1 -1.0683 -0.3185 1.8516  0.00
H2 2.4603 0.8796 -1.1855  0.02
H3 1.3927 -0.8716 -0.8198  0.03
C1 0.4279 -0.7871 -0.1633  0.53
H4 -0.5205 1.3731 2.3167  0.02
H5 -1.7015 -0.0928 -2.0563  0.01
H6 0.1580 -2.2879 1.1975  0.09
H7 -2.1841 0.2879 -1.5544  0.00
H8 -1.3692 -1.9669 0.1792  0.01
H9 0.1731 -2.7024 -0.6199  0.00
C2 -0.7737 0.7474 1.4695  0.02
H10 -1.6545 1.2341 1.0918  0.05
O1 0.8109 1.6232 -0.1652  0.08
C3 1.8340 1.7128 -0.8485  0.72
H11 2.1343 2.7414 -1.1761  0.02
C4 -0.2802 -2.0436 0.1269  0.02
C5 0.1607 0.4713 0.3557  0.38

Record 5
The following is a quantum chemistry calculation of a molecular structure, C9H14CeClI2NOP in a non-equilibrium geometry, from OMol25.

Results
- net charge = +3
- total energy (eV) = -64008.8827
- E_LUMO (spin up / spin down) (eV) = -14.131 / -14.144

Each line ends with the Mulliken charge.
Geometry (Å):
P1 0.2546 -0.0055 -2.8180  0.46
H1 1.2295 1.8236 5.2621  0.44
C1 0.9976 0.7403 3.4045  0.17
C2 -0.6925 -0.9372 4.8133  -0.63
H2 -0.7779 -0.0125 -4.9987  0.41
C3 -0.4724 -1.1239 3.4474  -0.08
H3 -0.3318 0.3065 6.5431  0.42
H4 -1.3566 -1.6555 5.3088  0.41
C4 1.2472 -1.3716 -3.5958  -1.12
I1 -2.5435 1.3920 -1.2561  0.24
I2 -2.5712 -1.4431 -1.2487  0.22
Ce1 0.5336 -0.0244 0.4328  1.59
H5 0.6845 -2.3028 -3.4510  0.37
C5 1.2162 1.3983 -3.5440  -1.10
H6 -1.7630 -0.8902 -3.7856  0.40
C6 -2.1860 0.2053 1.4677  0.12
Cl1 3.0252 0.1305 -0.1178  -0.23
H7 1.4236 -1.2197 -4.6751  0.44
H8 1.4139 1.2740 -4.6243  0.43
H9 2.1630 1.4299 -2.9906  0.39
C7 0.7598 0.9939 4.7609  -0.80
C8 -0.1059 0.1589 5.4560  -0.13
H10 -0.9790 -1.9001 2.8199  0.52
C9 -1.1506 -0.0068 -3.9821  -1.21
O1 -3.1727 0.1652 2.0560  -0.12
H11 2.1990 -1.3781 -3.0525  0.40
N1 0.4010 -0.3120 2.7649  -0.26
H12 1.6898 1.3707 2.8029  0.48
H13 0.6297 2.3159 -3.3991  0.36
H14 -1.7651 0.8784 -3.8009  0.40

Record 6
The following is a quantum chemistry calculation of F3NO2S in the gas phase in a non-equilibrium geometry, from OMol25.

Results
- total energy (eV) = -24567.3894
- E_LUMO (eV) = 0.239
- SMILES = O=S(=O)(F)N(F)F
- ΔE to the lowest compared entry with this formula, charge and spin (kcal per mole) = 7.5

Each line ends with the natural charge from an NBO analysis.
Geometry (Å):
S1 0.5310 0.3305 0.4101  2.40
O1 0.7205 1.6706 0.4948  -0.83
O2 1.5849 -0.5704 -0.0557  -0.83
F1 -1.4093 -1.2516 -0.3409  -0.18
F2 -0.3054 0.0353 -1.7565  -0.20
N1 -0.9302 0.0166 -0.5530  0.11
F3 -0.1916 -0.2311 1.8012  -0.47

Record 7
The following is a quantum chemistry calculation of 3 unconnected molecules or ions with the total composition C18H35ClIN2O8 in a non-equilibrium geometry, from OMol25.

Results
- net charge = +1
- total energy (eV) = -59208.2515
- E_LUMO (eV) = -4.157

Each line ends with the natural charge from an NBO analysis.
Geometry (Å):
H1 3.7938 -3.4664 -0.1627  0.27
H2 -2.7156 -1.4735 -1.2908  0.18
H3 -1.4725 0.3381 -0.0467  0.18
C1 -3.4611 -0.9559 -0.6862  -0.24
N1 -2.9757 -0.9593 0.7064  -0.64
H4 1.4713 2.7659 0.5690  0.24
O1 6.1526 -0.3062 1.6820  -0.52
C2 -5.6216 5.5739 -0.9819  -0.26
H5 9.9205 -0.7552 2.3061  0.20
H6 6.0016 1.4280 0.5328  0.20
Cl1 1.3092 0.2214 -3.4865  -0.01
H7 2.7769 -2.1499 1.7545  0.26
C3 3.5345 -2.4294 -0.3630  -0.51
H8 -5.1584 -2.0420 1.0906  0.47
C4 -6.8399 1.1505 -0.3253  -0.25
H9 -1.6141 0.3091 1.6968  0.22
C5 2.6314 -1.9429 0.7032  0.27
O2 -5.5649 -1.5059 0.4082  -0.72
C6 7.3851 -0.0973 2.1776  0.98
H10 -5.3723 -1.1859 -1.5740  0.19
H11 3.0198 0.4367 -1.8973  0.23
H12 2.0798 -3.2201 -1.7175  0.24
O3 -6.4068 4.5914 -0.3012  -0.49
C7 1.2788 1.4389 -1.0927  -0.42
C8 2.0113 1.9157 0.1548  -0.62
C9 -1.6631 -0.3180 0.8068  -0.25
H13 4.4997 0.5712 0.9350  0.16
I1 3.9170 -2.0933 -3.3093  0.21
O4 0.7120 -0.7596 1.0616  -0.33
H14 2.0722 1.1780 0.9499  0.20
H15 -3.6432 -3.4980 -0.9483  0.20
H16 0.2339 1.1983 -0.9114  0.21
H17 -0.6177 -2.0802 0.0706  0.19
H18 -7.1288 0.9942 -1.3639  0.19
O5 7.8971 0.9773 2.3143  -0.62
H19 1.2746 2.2655 -1.8012  0.24
H20 -4.8540 -3.3118 -2.2149  0.23
C10 2.6252 -2.2878 -1.6222  -0.34
C11 -4.8182 -1.6854 -0.7820  0.09
H21 0.6670 -1.4183 -1.6005  0.25
O6 -6.9675 2.5344 0.0206  -0.49
H22 5.3189 1.5426 2.1740  0.21
H23 -4.5609 5.4099 -0.8016  0.19
C12 -6.1756 3.3388 -0.6801  0.98
C13 9.2386 -1.2081 3.0218  -0.26
H24 -0.7699 -1.9477 1.8379  0.22
O7 -5.3736 2.9894 -1.5109  -0.66
H25 -3.6159 -0.3559 1.2082  0.38
C14 1.6612 -1.1288 -1.2600  -0.12
H26 -5.8237 5.5533 -2.0506  0.20
C15 -4.6614 -3.1701 -1.1546  -0.64
H27 3.0155 2.2645 -0.0801  0.21
H28 -7.5095 0.6014 0.3266  0.21
H29 9.5348 -2.2336 3.2158  0.20
C16 5.4691 0.8906 1.3156  -0.25
H30 -5.3616 -3.7674 -0.5777  0.23
H31 9.2406 -0.6407 3.9494  0.20
H32 -5.9197 6.5331 -0.5707  0.20
H33 -3.5860 0.0670 -1.0559  0.19
H34 -5.8240 0.8150 -0.1620  0.18
O8 7.9112 -1.2758 2.4773  -0.49
N2 1.6494 -1.2879 0.2257  0.03
C17 1.9457 0.2736 -1.8143  -0.20
C18 -0.6061 -1.3953 0.9152  -0.08
H35 4.4334 -1.8139 -0.4106  0.28

Record 8
The following is a quantum chemistry calculation of 11 unconnected molecules or ions with the total composition C66H55F11O4, from OMol25.

Results
- total energy (eV) = -107415.8408
- E_LUMO (eV) = -0.807
- SMILES = O=C1OC(=O)C(CCO)=C1F.Fc1ccccc1.Fc1ccccc1.Fc1ccccc1.Fc1ccccc1.Fc1ccccc1.Fc1ccccc1.Fc1ccccc1.Fc1ccccc1.Fc1ccccc1.Fc1ccccc1

Each line ends with the Mulliken charge.
Geometry (Å):
C1 0.4829 2.9431 -6.6341  -0.43
H1 7.2253 1.9628 8.3428  0.37
C2 2.8659 2.6054 -6.7040  -0.58
H2 3.5339 0.8124 -7.6736  0.38
H3 -3.7979 2.5665 -5.1764  0.58
C3 1.3024 1.2627 4.6483  -0.54
F1 -1.9561 4.3337 -4.8051  -0.22
C4 -0.2714 -3.4988 -0.5899  -0.87
H4 -1.6752 -1.1843 4.8650  0.42
C5 -4.7852 -2.4842 -5.8063  -0.56
C6 1.8542 -4.8844 -0.5777  0.83
C7 -5.8360 -2.6189 0.9913  -0.64
H5 -1.2284 -1.1219 -6.4588  0.41
H6 1.9889 -3.4675 3.4339  0.05
H7 8.7951 -6.0980 7.6939  0.36
C8 -7.8300 11.7351 -5.3625  -0.53
C9 5.6864 -0.7032 7.0001  0.50
C10 0.8261 0.0706 -2.3682  0.20
C11 -3.0794 -1.7535 -7.3464  -0.75
H8 8.8855 -1.3496 6.2028  0.47
C12 11.7431 -4.6208 8.4569  -0.31
H9 3.5532 -2.4614 5.0976  0.47
C13 -3.2818 4.5831 -4.6957  0.49
H10 -7.8821 9.6194 -8.0195  0.41
C14 3.1279 -4.9231 0.1892  0.27
C15 -7.9991 -3.5003 0.3693  -0.46
F2 10.6241 -2.4804 5.7734  -0.36
C16 6.7630 -1.3828 6.4706  -0.47
H11 -8.9492 -3.9181 0.6738  0.42
C17 1.2969 0.2575 5.6017  -0.22
C18 -6.8658 11.0935 -4.5983  -0.40
H12 2.1317 1.9514 4.5565  0.42
C19 -8.2012 11.2083 -6.5917  -0.29
C20 -0.8507 0.5104 3.8489  -0.51
C21 -4.1684 3.5497 -4.9163  -0.40
H13 0.9635 2.0507 0.3450  0.40
C22 -3.9179 -2.2132 -4.7686  0.54
H14 -3.1098 -4.2950 0.7413  0.26
C23 -0.2768 2.3851 -1.3728  -0.73
C24 -5.0569 6.1011 -4.2583  -0.07
C25 -7.6121 10.0442 -7.0623  -0.47
C26 -2.2248 -1.5036 -6.2816  -0.14
C27 -7.0644 -3.1546 1.3234  0.37
F3 0.2623 2.3320 2.8436  -0.37
C28 -2.6445 -1.7313 -4.9821  -0.80
H15 6.6055 -2.3218 5.9558  0.42
C29 9.6154 -5.3947 7.6503  -0.37
C30 9.5865 -4.3661 6.7203  -0.20
H16 -1.3804 2.4589 -3.2151  0.47
C31 -1.2411 -4.3397 0.2429  -0.49
C32 -4.3551 -2.2465 -7.1055  -0.35
H17 -0.7097 3.2952 -0.9803  0.45
H18 -8.9539 11.7047 -7.1889  0.36
C33 11.7293 -3.5911 7.5277  -0.57
H19 1.9094 4.2987 -5.7981  0.41
F4 -0.9227 1.3213 -7.5903  -0.35
F5 -6.0889 8.2883 -6.7348  -0.30
C34 1.9150 -3.6906 4.4864  0.45
O1 4.0584 -5.6424 0.0900  -0.51
H20 -2.9639 6.6350 -4.1988  0.41
H21 4.9496 0.9937 8.0672  0.43
C35 2.7809 -3.1401 5.4205  -0.64
C36 10.6477 -3.4861 6.6788  0.35
H22 -8.2901 12.6445 -5.0010  0.37
F6 4.4484 -1.2343 6.8550  -0.06
C37 2.6802 1.4081 -7.3805  -0.44
H23 12.5802 -4.7172 9.1347  0.35
C38 1.7676 3.3683 -6.3309  -0.38
C39 0.2270 -0.6219 5.6816  -0.67
H24 -0.4686 -2.4414 -0.4304  0.27
H25 3.8653 2.9432 -6.4658  0.40
H26 -5.5208 9.4105 -4.4740  0.41
H27 -0.0347 -5.5568 6.5350  0.45
C40 -6.6594 9.4220 -6.2811  0.42
C41 0.6625 1.6852 -0.6274  -0.32
H28 -0.9188 -4.2889 1.2867  0.31
F7 1.5651 -5.7868 -1.5116  -0.32
F8 -4.3169 -2.4174 -3.4949  -0.17
C42 1.1039 -3.8655 -0.1663  0.13
H29 1.9487 -0.0485 -0.5539  0.46
H30 2.1369 0.1533 6.2755  0.43
C43 -0.6530 1.9186 -2.6250  -0.32
C44 -6.4529 -2.7710 -1.3287  -0.38
C45 5.8232 0.4941 7.6702  -0.73
H31 -6.2158 -2.6154 -2.3664  0.45
C46 1.8870 -3.1855 0.8760  0.67
H32 3.3017 -3.0451 7.5062  0.39
C47 0.7590 -4.8830 6.2414  -0.63
H33 -1.9958 -1.5324 -4.1387  0.60
C48 1.6330 -4.3347 7.1684  -0.51
F9 0.0798 -5.0735 3.9951  -0.28
O2 3.0504 -3.9074 1.1066  -0.37
H34 1.5264 -4.5900 8.2144  0.38
C49 -3.6961 5.8565 -4.3662  -0.67
F10 -7.3623 -3.3435 2.6272  -0.32
H35 8.7573 -4.2445 6.0363  0.47
H36 -8.4057 -3.5633 -1.7304  0.38
C50 1.4002 0.9670 -7.6842  -0.34
C51 -0.0962 0.7550 -3.1324  -0.55
H37 -5.4043 7.0931 -4.0082  0.36
O3 -2.5500 -3.8209 0.1165  -0.38
C52 -5.5316 -2.4289 -0.3494  -0.36
C53 7.0956 1.0273 7.8158  -0.33
H38 -1.6708 0.6267 3.1531  0.47
H39 12.5404 -2.8792 7.4574  0.41
C54 2.6386 -3.4632 6.7680  -0.61
H40 9.1861 0.7873 7.4046  0.40
H41 -0.4017 -3.7095 -1.6494  0.38
H42 1.2312 0.0334 -8.2042  0.45
H43 -0.3869 3.5212 -6.3531  0.42
C55 1.2201 0.5143 -1.1227  -0.42
H44 -1.1721 -5.3754 -0.0978  0.36
H45 -6.2371 3.0088 -4.9626  0.38
C56 8.1968 0.3655 7.2898  -0.81
H46 -5.1364 -2.3521 1.7729  0.54
C57 10.6900 -5.5230 8.5190  -0.51
H47 -7.0320 5.2767 -4.3848  0.39
C58 -6.2736 9.9251 -5.0548  -0.32
C59 -5.9721 5.0802 -4.4717  -0.83
H48 -5.0242 -2.4425 -7.9323  0.37
O4 1.6272 -2.2011 1.4795  -0.53
C60 8.0306 -0.8372 6.6161  -0.15
C61 -0.8448 -0.4934 4.8091  -0.39
C62 -5.5264 3.8071 -4.7982  -0.40
H49 -5.7751 -2.8674 -5.5979  0.44
H50 -2.7533 -1.5636 -8.3597  0.40
C63 -7.6848 -3.3002 -0.9679  -0.39
H51 -4.5712 -2.0161 -0.6252  0.40
F11 1.3625 -1.0721 -2.8567  -0.40
C64 0.9241 -4.5464 4.9160  0.46
H52 -6.5705 11.5039 -3.6422  0.36
C65 0.2291 1.3661 3.7885  0.55
C66 0.3275 1.7479 -7.3057  0.47
H53 -0.3733 0.3832 -4.1109  0.73
H54 0.2352 -1.4142 6.4188  0.40
H55 10.7074 -6.3252 9.2438  0.38